Record 1
ORCA calculation (ωB97M-V/def2-TZVPD) on a cluster of 7 separate species, C20H31Br8F9O6 in total in a non-equilibrium geometry.

```
74
Properties=species:S:1:pos:R:3:forces:R:3:lowdin_charge:R:1
C 12.1761 16.1839 8.3520 -1.8 1.0 1.3 -0.053
C 12.4656 14.8751 8.9245 3.4 -1.8 0.0 -0.208
O 12.1048 13.8090 8.0125 -0.1 0.7 -0.1 0.049
C 12.8128 12.7099 8.0260 0.1 0.1 0.1 -0.431
O 13.8083 12.4454 8.6231 0.3 -0.1 0.4 0.174
C 12.1286 11.7881 7.0466 -0.6 -1.0 -0.5 -0.562
F 12.6612 10.5649 6.9717 -0.1 0.1 0.5 0.165
F 10.8188 11.6866 7.3427 0.2 -0.4 0.1 0.160
F 12.2180 12.3063 5.8342 0.0 0.5 -0.9 0.182
H 11.2697 16.1083 7.7452 -0.2 0.4 0.3 0.093
H 12.9221 16.6146 7.7553 1.3 0.2 -0.9 0.058
H 12.0618 16.8526 9.2424 -0.3 -0.2 -0.9 0.109
H 12.0130 14.5915 9.8209 -1.5 0.2 1.5 0.112
H 13.5557 14.7506 9.1925 -1.0 0.2 -0.6 0.116
C 19.1933 13.7904 7.9377 -0.2 -0.6 0.1 -0.055
C 17.9632 14.4745 7.3800 0.9 -0.2 -0.5 -0.189
O 17.7295 15.6937 8.1054 0.9 -0.4 0.3 0.060
C 16.5663 15.8679 8.6579 0.9 2.5 0.0 -0.419
O 15.5576 15.3110 8.4518 -1.9 -1.8 -0.3 0.181
C 16.5447 17.1835 9.4945 1.3 -1.5 1.0 -0.553
F 15.3332 17.3172 9.9676 -0.7 0.6 0.5 0.187
F 17.4233 17.1066 10.5489 -0.6 0.1 -0.7 0.130
F 16.8793 18.2274 8.7750 0.1 0.7 -0.5 0.199
H 19.5549 13.0217 7.2251 -0.3 0.3 0.4 0.091
H 18.9421 13.3187 8.8984 0.3 0.1 -0.2 0.085
H 19.9963 14.5088 8.0798 0.0 0.1 0.1 0.079
H 17.0917 13.8462 7.3566 -0.4 -0.2 0.3 0.118
H 18.1727 14.7588 6.3658 0.0 0.4 -0.5 0.121
C 14.6998 14.2438 19.1218 0.9 -0.1 -1.3 -0.039
C 13.8603 14.8583 18.0405 -2.1 0.2 1.2 -0.233
O 14.5258 15.2442 16.8843 1.9 0.0 -2.6 0.052
C 14.0715 14.8736 15.6786 0.3 0.8 0.4 -0.336
O 13.0832 14.2444 15.4844 -0.7 -0.6 -0.3 0.126
C 14.8897 15.4435 14.4470 0.8 0.4 1.0 -0.506
F 15.0356 16.7689 14.5335 -0.2 0.1 0.2 0.165
F 16.1545 14.9367 14.4557 -1.2 -0.1 -0.4 0.138
F 14.2372 15.2070 13.3092 0.6 -0.5 0.5 0.161
H 15.6778 14.6630 19.2213 0.5 0.9 0.1 0.078
H 14.9294 13.2268 18.8844 -0.2 -0.9 -0.1 0.076
H 14.2011 14.2889 20.0471 -0.7 0.1 1.1 0.071
H 13.3570 15.7713 18.3435 0.1 0.2 0.6 0.135
H 13.0254 14.1997 17.8241 0.0 -0.3 -0.4 0.118
Br 12.1109 8.2900 12.4268 0.4 0.2 -0.7 0.611
C 13.5030 7.8885 11.0633 -0.7 0.0 0.7 -0.644
C 14.1367 6.5649 11.3563 -0.6 0.1 0.0 -0.651
Br 14.9162 6.6443 13.1629 0.1 -0.5 -0.8 0.633
H 14.2531 8.6524 11.0496 0.2 0.7 0.3 0.042
H 12.9967 7.9036 10.1149 -0.3 -0.2 -0.3 0.056
H 14.8776 6.4236 10.5773 0.5 -0.3 0.3 0.069
H 13.3904 5.7654 11.2872 0.4 0.1 0.4 0.066
Br 15.0228 11.6151 12.7768 -0.2 0.1 -0.3 0.697
C 13.1001 11.8334 13.0686 0.3 -1.1 0.4 -0.678
C 12.8355 11.3366 14.4546 -0.5 -0.4 1.9 -0.720
Br 10.9202 11.1085 14.6688 -0.8 -0.2 -0.2 0.682
H 12.5139 11.2300 12.3566 0.6 0.3 0.1 0.027
H 12.8896 12.8686 13.0071 -0.2 1.0 -0.3 0.028
H 12.9952 12.0067 15.3408 0.7 -0.5 -1.4 0.041
H 13.2130 10.3261 14.6717 0.2 0.5 -0.3 0.038
Br 8.9627 16.8035 16.7933 0.4 -0.8 -0.6 0.533
C 9.8571 15.1976 15.9625 0.4 1.6 -0.9 -0.687
C 9.5100 13.9463 16.6389 1.7 -1.0 1.2 -0.823
Br 7.7337 13.4735 16.2671 -1.2 -0.5 0.1 0.678
H 10.9351 15.4187 16.0468 -0.6 -0.1 -0.1 0.037
H 9.5734 15.0879 14.8794 0.2 0.7 1.1 0.081
H 9.7705 13.9055 17.7377 -0.6 0.2 -1.2 0.093
H 10.1405 13.1993 16.1266 -0.3 0.1 0.4 -0.030
Br 17.0163 7.3326 15.9017 -0.4 0.1 0.4 0.613
C 18.0088 8.1341 14.4582 1.2 -2.0 -0.7 -0.782
C 17.3465 9.2831 13.8253 1.1 0.3 -0.6 -0.687
Br 18.7249 10.0142 12.5379 -0.9 0.0 0.7 0.573
H 18.1707 7.2711 13.7511 -0.2 1.1 0.6 0.069
H 18.9739 8.4157 14.8566 0.1 0.0 0.2 0.039
H 16.9999 9.9971 14.5391 0.2 0.9 0.2 0.038
H 16.5475 9.0026 13.2095 -1.1 -0.3 -0.8 -0.048
```
Positions in Å, forces in eV/Å.

Output
electronic energy: -22723.0377 hartree
structure (SMILES): CCOC(=O)C(F)(F)F.CCOC(=O)C(F)(F)F.CCOC(=O)C(F)(F)F.BrCCBr.BrCCBr.BrCCBr.BrCCBr
Kohn-Sham gap: 0.373 Ha

***

Record 2
ORCA calculation (ωB97M-V/def2-TZVPD) on a structure of composition C20H31ClN2O4S in a non-equilibrium geometry.

```
59
Properties=species:S:1:pos:R:3:forces:R:3:lowdin_charge:R:1
C 2.0949 2.0753 5.2225 -0.7 2.3 -7.1 -0.069
H 1.6462 2.0269 4.0905 1.0 -0.2 2.6 0.123
H 2.0394 3.0891 5.3688 -1.1 2.9 1.0 0.067
H 1.4913 1.5500 5.8125 -1.8 -2.3 2.7 0.045
C 3.5026 1.9092 5.1981 4.7 -8.7 3.3 -0.526
C 4.1064 1.7834 6.7882 6.5 7.2 -7.7 0.001
H 4.0038 2.7546 7.2915 0.2 -0.1 -0.2 0.070
H 3.6249 1.1567 7.2436 -5.1 -7.2 5.0 -0.064
H 5.2625 1.5097 6.6662 -2.6 0.6 0.5 0.115
O 4.3453 2.5955 4.4308 1.9 1.2 -2.5 -0.161
C 5.3569 1.8562 3.4291 -4.4 6.8 -1.4 -0.034
C 4.5326 1.5534 2.1977 -9.6 0.0 11.5 -0.150
H 4.9310 1.2223 1.4892 7.1 -6.0 -10.2 -0.026
C 3.6554 2.5871 1.5885 -4.5 1.4 3.5 -0.244
N 2.7165 2.3457 0.5101 -1.7 -3.3 -0.2 0.037
C 1.4068 1.8682 1.0111 -0.8 1.2 -3.1 -0.368
O 0.7732 2.0967 2.0447 2.7 -0.5 -1.4 0.047
C 0.6153 1.3134 -0.2141 5.1 -2.3 -4.0 -0.318
C 0.8550 -0.2633 -0.4456 2.4 2.0 8.8 -0.205
C 0.0630 -0.9514 -1.3390 -1.9 5.9 -7.3 -0.172
C -1.3974 -0.4340 -1.3242 0.2 -9.3 1.7 -0.464
C -1.5278 0.8800 -1.1754 -6.4 8.5 -6.1 -0.306
C -0.7675 1.5577 -0.2054 -2.1 5.2 4.1 -0.274
H -1.1627 1.2043 0.9089 0.7 1.5 -2.6 0.197
H -0.7876 2.8104 -0.4774 -0.8 -3.3 1.6 0.206
H -1.3434 1.3433 -2.3558 0.0 -0.8 2.9 0.192
H -2.8314 1.3546 -1.1488 3.7 -1.8 0.3 0.217
H -1.7168 -0.9917 -0.4386 -0.2 0.4 1.3 0.162
C -2.2453 -1.2083 -2.2762 -3.3 1.2 -6.1 -0.224
N -2.1770 -2.6594 -2.3358 5.0 6.1 -10.8 -0.065
S -2.1513 -3.4943 -3.8855 -9.8 12.6 4.4 0.531
O -1.9665 -4.7184 -3.5467 2.2 -15.4 3.7 -0.193
O -1.4039 -2.8428 -4.7827 4.5 4.2 -5.2 -0.203
C -4.0206 -3.1516 -4.2355 4.4 -2.3 0.6 -0.244
C -4.3388 -2.1486 -5.0494 5.4 -1.2 1.7 -0.126
C -5.5420 -2.1769 -5.4949 -5.9 7.8 -4.8 -0.207
C -6.5687 -2.7857 -5.0501 -0.2 -9.2 6.7 -0.701
C -6.2780 -4.1479 -3.9216 4.9 5.4 -4.2 0.038
C -4.8554 -4.1612 -3.7742 -3.4 -3.7 3.1 -0.110
H -4.4216 -5.0503 -3.0737 -0.7 2.3 -1.9 0.155
H -7.1277 -4.7242 -3.6348 0.0 -0.5 0.3 0.054
Cl -8.1694 -2.8143 -5.0843 -4.0 1.6 -1.6 0.781
H -5.9225 -1.1531 -5.9601 0.9 -2.0 -0.1 0.175
H -3.6171 -1.4634 -5.3836 0.8 0.8 -0.4 0.119
H -2.4243 -3.0324 -1.6103 -3.6 -6.2 9.6 -0.020
H -3.4497 -0.8902 -2.4444 2.8 -0.3 1.6 0.173
H -1.9859 -0.8793 -3.3668 0.2 -0.4 1.6 0.129
H -0.0324 -1.9244 -1.3998 0.5 -5.0 0.0 0.057
H 0.4726 -0.4921 -2.5088 -1.0 -1.6 2.7 0.216
H 0.6173 -0.6072 0.7591 0.4 0.3 -2.9 0.195
H 1.9222 -0.4549 -0.4680 0.2 -0.1 -0.4 0.104
H 1.0753 1.7244 -1.3150 -1.0 -0.4 2.9 0.193
H 3.0133 1.9569 -0.5224 -1.0 1.0 3.8 0.199
H 4.1915 3.3477 1.2316 2.7 3.3 -1.0 0.073
H 2.8803 3.0873 2.4189 2.4 -1.2 -1.9 0.180
H 3.6298 0.5316 2.6318 2.7 2.8 -1.4 0.220
H 5.8849 2.8304 3.1319 0.4 -1.8 1.0 0.154
H 5.7915 1.1065 3.9492 1.7 -2.3 1.3 0.075
H 3.7306 0.5930 4.8340 -0.8 3.0 1.0 0.177
```
Positions in Å, forces in eV/Å.

Output
electronic energy: -2048.7801 hartree
Kohn-Sham gap: 0.322 Ha

***

Record 3
ORCA calculation (ωB97M-V/def2-TZVPD) on a structure of composition C20H31GeN2O2Sn in a non-equilibrium geometry.

```
57
Properties=species:S:1:pos:R:3:forces:R:3:lowdin_charge:R:1
Sn -0.4622 0.0124 0.8698 -0.3 0.0 -0.8 1.379
O -5.1398 -2.8917 -3.4813 0.1 0.1 0.0 -0.025
C -4.3460 -3.7236 -2.6832 -0.1 -0.2 0.0 -0.187
C -3.3203 -2.8929 -1.9826 0.1 0.1 0.0 -0.107
C -2.2781 -3.4768 -1.2602 -0.1 0.0 0.0 0.042
C -1.4221 -2.6646 -0.5598 0.1 0.0 0.1 -0.099
N -1.5248 -1.3194 -0.5691 0.1 0.1 0.3 -0.125
C -2.4934 -0.7375 -1.3149 -0.1 0.0 0.0 -0.187
C -3.3985 -1.4993 -2.0180 -0.1 0.0 -0.1 0.099
C -2.4978 0.7448 -1.3120 -0.1 0.0 0.0 -0.188
C -3.4202 1.5054 -1.9938 -0.1 0.0 -0.1 0.099
C -3.3433 2.8991 -1.9616 0.1 -0.1 0.0 -0.107
C -4.3849 3.7291 -2.6388 -0.1 0.2 0.0 -0.187
O -5.1974 2.8965 -3.4171 0.1 -0.1 0.0 -0.025
C -2.2823 3.4846 -1.2679 -0.1 0.0 0.0 0.042
C -1.4135 2.6747 -0.5809 0.1 0.0 0.1 -0.099
N -1.5187 1.3293 -0.5823 0.1 -0.1 0.3 -0.125
H -5.7920 -3.4115 -3.9649 0.0 0.0 0.0 0.125
H -3.8476 -4.5155 -3.2546 0.1 0.1 0.0 0.152
H -4.9387 -4.2252 -1.9040 0.0 0.0 0.0 0.159
H -2.1530 -4.5512 -1.2340 0.0 0.0 0.1 0.146
H -0.6172 -3.0799 0.0350 -0.1 -0.1 0.0 0.123
H -4.1898 -1.0544 -2.6033 0.0 0.1 0.0 0.133
H -4.2246 1.0593 -2.5601 0.0 -0.1 0.0 0.133
H -3.8986 4.5178 -3.2250 0.1 -0.1 0.0 0.152
H -4.9581 4.2351 -1.8481 0.0 0.0 0.0 0.159
H -5.8576 3.4168 -3.8899 0.0 0.0 0.0 0.125
H -2.1547 4.5589 -1.2511 0.0 0.0 0.1 0.146
H -0.5954 3.0913 -0.0051 -0.1 0.1 0.0 0.124
C 4.6006 -4.2902 -2.5755 0.1 0.0 0.1 -0.095
C 5.2590 -3.6418 -1.3617 0.0 0.2 -0.1 -0.245
C 5.0636 -2.1148 -1.3074 0.0 -0.5 -0.1 -0.271
C 3.5992 -1.7984 -1.0157 0.3 0.9 -0.4 -0.316
Ge 2.9362 -0.0268 -1.5924 -1.6 -0.3 0.5 1.328
C 2.6609 1.3312 -3.0180 0.4 -0.7 0.4 -0.285
C 4.0287 1.6106 -3.5993 0.2 0.3 -0.1 -0.283
C 5.0414 1.9081 -2.4917 -0.1 0.0 -0.4 -0.275
C 6.4924 1.8030 -2.9252 0.0 -0.1 0.2 -0.067
H 4.8918 -5.3369 -2.6367 -0.1 0.0 0.0 0.089
H 4.9222 -3.8071 -3.5002 0.0 0.0 0.0 0.084
H 3.5084 -4.2651 -2.5338 0.0 0.0 0.0 0.061
H 6.3326 -3.8253 -1.4016 0.0 0.0 0.1 0.123
H 4.8847 -4.0880 -0.4369 0.1 0.0 0.0 0.118
H 5.3727 -1.7062 -2.2735 0.0 0.1 0.0 0.106
H 5.6988 -1.6860 -0.5327 0.0 0.1 0.0 0.121
H 3.3360 -1.8717 0.0400 -0.1 0.0 0.0 0.079
H 2.9158 -2.4294 -1.6047 -0.1 0.0 0.0 0.072
H 1.4445 0.0090 -0.6572 1.0 0.2 -0.5 -0.132
H 2.2243 2.1809 -2.4900 -0.1 0.0 -0.1 0.082
H 1.9364 0.9005 -3.7145 -0.1 0.0 0.0 0.090
H 3.9480 2.4760 -4.2638 0.1 0.0 0.0 0.142
H 4.3714 0.7822 -4.2226 0.0 -0.1 0.1 0.125
H 4.8515 1.1512 -1.6647 0.1 0.0 0.1 0.064
H 4.8468 2.8899 -2.0552 -0.1 -0.1 0.2 0.131
H 6.6882 0.8678 -3.4496 0.0 0.0 0.0 0.085
H 7.1617 1.8621 -2.0682 0.0 0.0 0.0 0.092
H 6.7454 2.6321 -3.5865 0.0 0.0 0.0 0.101
```
Positions in Å, forces in eV/Å.

Output
total charge: +3
electronic energy: -3330.8779 hartree
Kohn-Sham gap: 0.257 Ha

***

Record 4
ORCA calculation (ωB97M-V/def2-TZVPD) on the molecule C20H31N3O3.

```
57
Properties=species:S:1:pos:R:3:forces:R:3:lowdin_charge:R:1
C 1.2262 1.3087 -3.8225 0.1 0.1 0.3 -0.057
C 2.3315 1.3768 -2.7790 0.0 -0.5 -0.3 -0.199
O 2.0286 2.2984 -1.7296 0.2 0.4 -0.1 0.014
C 1.1752 1.8943 -0.8002 -0.4 0.2 0.3 -0.508
O 0.5389 0.8690 -0.8460 0.1 0.0 -0.1 0.089
C 1.1214 2.8590 0.3626 0.2 -0.3 0.0 -0.051
C 2.0535 2.3218 1.4704 0.1 0.3 -0.1 -0.162
N 1.7652 0.9497 1.8100 -0.2 -0.1 0.1 0.077
C 2.3234 -0.0196 0.9933 0.1 -0.2 0.6 -0.534
O 3.2449 0.2390 0.2369 0.2 0.2 -0.3 0.056
N 1.8665 -1.2902 1.1603 0.1 -0.3 0.0 -0.035
C 2.1672 -2.2605 0.1270 0.2 0.1 -0.5 -0.137
C 0.9373 -2.4617 -0.7588 0.1 -0.2 0.1 -0.155
C -0.2495 -2.9151 0.0873 -0.1 0.3 0.0 -0.137
C -0.5204 -1.8703 1.1837 0.2 -0.1 0.1 -0.292
N -1.6501 -2.1391 2.0649 -0.1 0.0 0.1 -0.182
C -1.6327 -3.4434 2.6993 0.0 0.0 0.0 -0.092
C -2.9498 -1.8760 1.4652 0.0 0.3 0.2 -0.197
C -3.2561 -0.3786 1.3423 -0.1 -0.2 -0.1 -0.124
C -2.8065 0.3420 0.0970 0.0 0.2 0.1 -0.240
C -2.4487 1.6830 0.1894 0.0 0.0 0.0 -0.059
C -2.1422 2.4214 -0.9384 -0.1 0.1 -0.1 -0.100
C -2.1701 1.8250 -2.1862 0.0 0.1 -0.1 -0.104
C -2.5108 0.4889 -2.2922 0.0 0.0 -0.1 -0.081
C -2.8391 -0.2402 -1.1635 0.0 -0.1 0.0 -0.042
C 0.7731 -1.7046 2.0054 -0.4 0.2 0.0 -0.098
H 1.0381 2.2968 -4.2368 0.0 0.1 -0.1 0.079
H 1.5262 0.6396 -4.6241 0.0 -0.1 -0.1 0.078
H 0.3115 0.9339 -3.3700 0.0 0.0 0.0 0.052
H 3.2623 1.7484 -3.2114 -0.1 -0.1 0.1 0.126
H 2.5027 0.3941 -2.3290 0.1 0.1 0.0 0.115
H 1.4533 3.8455 0.0455 -0.1 0.1 0.0 0.124
H 0.0976 2.9008 0.7355 0.0 0.0 -0.1 0.103
H 1.9499 2.9361 2.3686 0.1 0.0 -0.1 0.120
H 3.0884 2.3523 1.1227 -0.1 0.1 0.1 0.127
H 0.8055 0.7915 2.0782 0.0 -0.1 0.0 0.121
H 3.0104 -1.8795 -0.4498 -0.1 -0.1 0.1 0.119
H 2.4565 -3.2046 0.6028 0.0 0.0 0.0 0.127
H 1.1566 -3.1987 -1.5336 0.0 0.0 -0.1 0.113
H 0.6928 -1.5110 -1.2357 0.0 0.0 -0.1 0.100
H -1.1304 -3.0343 -0.5463 -0.1 -0.1 0.0 0.108
H -0.0234 -3.8820 0.5443 0.0 -0.1 0.0 0.113
H -0.7235 -0.9132 0.6909 0.1 0.0 0.0 0.132
H -0.6534 -3.6365 3.1277 0.0 -0.1 0.0 0.077
H -2.3588 -3.4406 3.5131 0.0 -0.1 0.0 0.086
H -1.8883 -4.2658 2.0154 0.0 -0.1 0.0 0.089
H -3.6926 -2.3040 2.1437 0.0 0.0 -0.1 0.117
H -3.0720 -2.3818 0.4966 -0.1 -0.1 0.0 0.106
H -2.8374 0.1178 2.2201 -0.1 0.0 0.0 0.117
H -4.3444 -0.2624 1.3930 0.0 0.0 0.1 0.122
H -2.4272 2.1570 1.1623 0.0 0.0 0.1 0.111
H -1.8812 3.4665 -0.8464 0.0 0.1 0.0 0.107
H -1.9293 2.3995 -3.0688 0.0 0.0 -0.1 0.104
H -2.5329 0.0116 -3.2617 0.0 0.0 -0.1 0.105
H -3.1288 -1.2744 -1.2775 0.0 -0.1 0.0 0.103
H 0.6210 -1.0116 2.8319 0.0 -0.1 0.0 0.125
H 1.0647 -2.6692 2.4366 -0.1 0.1 0.1 0.122
```
Positions in Å, forces in eV/Å.

Output
electronic energy: -1170.7331 hartree
structure (SMILES): CCOC(=O)CCNC(=O)N1CCC[C@@H](N(C)CCc2ccccc2)C1
Kohn-Sham gap: 0.333 Ha

***

Calculated HOMO (Eh), listed in the same order as above: -0.363; -0.323; -0.655; -0.303
Calculated LUMO (Ha), listed in the same order as above: 0.0096; -0.0008; -0.3978; 0.0296